Formula: C15H18N2O3S2
Source: OMol25
Level of theory: the ωB97M-V functional and the def2-TZVPD basis

Structure (XYZ):
```
40
Properties=species:S:1:pos:R:3:lowdin_charge:R:1
C -5.611 -0.075 0.259 -0.095
C -4.542 1.020 0.239 -0.218
C -3.178 0.420 0.052 -0.258
C -2.664 0.206 -1.220 -0.042
C -1.424 -0.376 -1.395 -0.034
C -0.665 -0.763 -0.293 -0.236
N 0.598 -1.317 -0.534 0.137
C 1.563 -1.667 0.360 -0.483
O 1.431 -1.639 1.562 0.064
C 2.847 -2.128 -0.321 -0.101
C 4.051 -1.887 0.584 -0.214
N 4.151 -0.481 0.923 -0.138
S 4.126 0.714 -0.227 0.592
O 4.263 0.175 -1.552 -0.287
O 5.035 1.730 0.209 -0.286
C 2.483 1.353 -0.081 -0.621
C 1.637 1.690 -1.094 -0.148
C 0.436 2.258 -0.619 -0.179
C 0.408 2.342 0.738 -0.384
S 1.842 1.732 1.462 1.067
C -1.177 -0.567 0.985 -0.015
C -2.418 0.019 1.144 -0.031
H -6.599 0.360 0.397 0.068
H -5.421 -0.773 1.071 0.074
H -5.603 -0.629 -0.677 0.074
H -4.577 1.572 1.180 0.108
H -4.755 1.716 -0.574 0.108
H -3.238 0.503 -2.086 0.115
H -1.034 -0.527 -2.392 0.114
H 0.841 -1.381 -1.514 0.145
H 2.766 -3.198 -0.527 0.132
H 2.999 -1.596 -1.260 0.092
H 3.917 -2.434 1.521 0.126
H 4.959 -2.244 0.078 0.123
H 4.821 -0.269 1.643 0.114
H 1.882 1.533 -2.128 0.118
H -0.367 2.582 -1.256 0.108
H -0.381 2.720 1.356 0.072
H -0.599 -0.865 1.843 0.103
H -2.803 0.171 2.142 0.117
```

The calculation puts the electronic energy at -46640.4480 eV. As for the SMILES: CCc1ccc(NC(=O)CCNS(=O)(=O)c2cccs2)cc1. The orbital gap is 0.328 Eh. As for the energy above the lowest of the compared OMol25 structures with the same formula, charge and spin: 49.1 kcal per mole. Its molecular weight is 338.45 g/mol. The spin multiplicity is 1.

---

Formula: C35H44ClN2O5PPdSi4
Source: OMol25
Level of theory: the ωB97M-V functional and the def2-TZVPD basis

Structure (XYZ):
```
93
Properties=species:S:1:pos:R:3:lowdin_charge:R:1
Pd -0.020 0.235 0.700 0.615
O 5.212 -2.933 -3.070 0.015
C 5.206 -2.536 -1.917 -0.713
O 5.921 -2.390 -0.934 -0.006
C 3.721 -2.010 -1.528 -0.082
C 3.076 -2.581 -0.469 0.006
C 1.847 -2.040 -0.154 -0.185
N 1.264 -1.006 -0.772 0.030
C 1.884 -0.536 -1.869 -0.162
C 3.140 -1.010 -2.257 0.077
C 1.317 0.436 -2.872 -0.538
O 1.993 0.725 -3.841 0.073
O 0.097 0.908 -2.760 -0.090
H 3.494 -3.397 0.106 0.128
H 1.290 -2.471 0.657 0.051
H 3.584 -0.578 -3.141 0.140
Cl -1.372 0.834 2.904 0.716
C -1.018 -0.103 4.331 -0.611
C -1.925 -0.102 5.376 -0.084
C -1.632 -0.838 6.513 -0.061
C -0.450 -1.558 6.592 -0.060
C 0.439 -1.565 5.526 -0.055
C 0.172 -0.833 4.372 -0.368
P 1.173 -0.906 2.841 1.090
C 2.158 0.644 2.899 -0.407
C 3.191 0.771 1.967 -0.125
C 3.948 1.928 1.906 -0.060
C 3.666 2.983 2.763 -0.063
C 2.642 2.865 3.689 -0.064
C 1.894 1.695 3.764 -0.092
C 2.465 -2.123 3.318 -0.370
C 2.123 -3.473 3.196 -0.117
C 3.014 -4.469 3.569 -0.068
C 4.266 -4.125 4.062 -0.061
C 4.619 -2.788 4.178 -0.051
C 3.724 -1.789 3.811 -0.061
H -2.841 0.469 5.296 0.114
H -2.330 -0.841 7.342 0.114
H -0.221 -2.123 7.486 0.112
H 1.354 -2.141 5.598 0.109
H 3.416 -0.045 1.289 0.112
H 4.743 2.014 1.175 0.120
H 4.242 3.899 2.705 0.110
H 2.416 3.687 4.357 0.108
H 1.110 1.612 4.506 0.097
H 1.141 -3.743 2.815 0.109
H 2.732 -5.511 3.474 0.110
H 4.966 -4.900 4.351 0.111
H 5.595 -2.518 4.561 0.113
H 4.009 -0.750 3.912 0.107
C 0.713 3.509 -4.243 -0.138
Si -0.267 1.925 -4.164 0.505
C -2.028 2.453 -3.816 -0.173
C -0.324 0.873 -5.708 -0.148
Si -2.117 1.081 -0.163 0.478
Si -2.840 3.298 0.245 0.293
C -1.632 4.587 -0.377 -0.219
C -4.511 3.606 -0.569 -0.215
C -3.124 3.617 2.087 -0.253
Si -3.859 -0.495 -0.291 0.292
C -5.508 0.086 -0.975 -0.216
C -4.148 -1.087 1.479 -0.249
C -3.194 -1.909 -1.343 -0.235
H 1.496 3.439 -5.001 0.042
H 1.210 3.693 -3.283 0.026
H 0.069 4.362 -4.470 0.037
H -2.392 3.012 -4.690 0.044
H -2.072 3.126 -2.954 -0.006
H -2.714 1.620 -3.642 0.029
H 0.573 1.020 -6.315 0.038
H -1.197 1.133 -6.312 0.033
H -0.387 -0.192 -5.464 0.044
H -1.580 4.584 -1.472 0.014
H -0.633 4.369 0.002 0.002
H -1.920 5.592 -0.051 0.038
H -4.474 3.489 -1.656 0.027
H -4.821 4.636 -0.352 0.038
H -5.285 2.934 -0.186 0.009
H -2.178 3.671 2.633 0.008
H -3.737 2.834 2.543 0.011
H -3.640 4.575 2.226 0.034
H -5.952 0.854 -0.337 0.012
H -6.208 -0.756 -1.022 0.037
H -5.411 0.500 -1.982 0.030
H -4.468 -0.251 2.109 0.019
H -3.225 -1.493 1.906 0.008
H -4.920 -1.867 1.538 0.033
H -3.266 -1.662 -2.408 0.030
H -3.730 -2.851 -1.180 0.032
H -2.137 -2.072 -1.114 0.009
O 2.333 2.425 -1.436 0.108
C 1.525 2.349 -0.549 -0.467
N 0.714 2.222 0.327 0.027
```

The calculation puts the electronic energy at -107027.6545 eV. The orbital gap (spin up / spin down) is 0.248 / 0.109 Eh. As for the energy above the lowest of the compared OMol25 structures with the same formula, charge and spin: 55.1 kcal per mole. Its molecular weight is 857.94 g/mol. The spin multiplicity is 5.

---

Question: Among the records above, which one has the lowest molecular weight?
Answer: C15H18N2O3S2

---

Please write out number 1 again, unchanged.
Formula: C15H18N2O3S2
Source: OMol25
Level of theory: the ωB97M-V functional and the def2-TZVPD basis

Structure (XYZ):
```
40
Properties=species:S:1:pos:R:3:lowdin_charge:R:1
C -5.611 -0.075 0.259 -0.095
C -4.542 1.020 0.239 -0.218
C -3.178 0.420 0.052 -0.258
C -2.664 0.206 -1.220 -0.042
C -1.424 -0.376 -1.395 -0.034
C -0.665 -0.763 -0.293 -0.236
N 0.598 -1.317 -0.534 0.137
C 1.563 -1.667 0.360 -0.483
O 1.431 -1.639 1.562 0.064
C 2.847 -2.128 -0.321 -0.101
C 4.051 -1.887 0.584 -0.214
N 4.151 -0.481 0.923 -0.138
S 4.126 0.714 -0.227 0.592
O 4.263 0.175 -1.552 -0.287
O 5.035 1.730 0.209 -0.286
C 2.483 1.353 -0.081 -0.621
C 1.637 1.690 -1.094 -0.148
C 0.436 2.258 -0.619 -0.179
C 0.408 2.342 0.738 -0.384
S 1.842 1.732 1.462 1.067
C -1.177 -0.567 0.985 -0.015
C -2.418 0.019 1.144 -0.031
H -6.599 0.360 0.397 0.068
H -5.421 -0.773 1.071 0.074
H -5.603 -0.629 -0.677 0.074
H -4.577 1.572 1.180 0.108
H -4.755 1.716 -0.574 0.108
H -3.238 0.503 -2.086 0.115
H -1.034 -0.527 -2.392 0.114
H 0.841 -1.381 -1.514 0.145
H 2.766 -3.198 -0.527 0.132
H 2.999 -1.596 -1.260 0.092
H 3.917 -2.434 1.521 0.126
H 4.959 -2.244 0.078 0.123
H 4.821 -0.269 1.643 0.114
H 1.882 1.533 -2.128 0.118
H -0.367 2.582 -1.256 0.108
H -0.381 2.720 1.356 0.072
H -0.599 -0.865 1.843 0.103
H -2.803 0.171 2.142 0.117
```

The calculation puts the electronic energy at -46640.4480 eV. As for the SMILES: CCc1ccc(NC(=O)CCNS(=O)(=O)c2cccs2)cc1. The orbital gap is 0.328 Eh. As for the energy above the lowest of the compared OMol25 structures with the same formula, charge and spin: 49.1 kcal per mole. Its molecular weight is 338.45 g/mol. The spin multiplicity is 1.